# 1
C18H39FN8O6P | ωB97M-V with the def2-TZVPD basis set

```
! wB97M-V def2-TZVPD RIJCOSX def2/J DEFGRID3
* xyz 1 1
C 3.50 2.69 0.84
C 2.56 1.91 1.30
C 1.45 1.49 0.36
C 0.69 0.17 0.77
O 1.41 -0.47 1.79
C 2.28 -1.54 1.42
C 3.45 -1.22 0.49
N 4.60 -0.76 1.24
C 5.62 -0.11 0.42
C 6.51 -1.06 -0.36
C 7.53 -0.19 -1.13
O 5.81 -1.84 -1.33
N -0.59 0.60 1.41
C -1.53 1.05 0.53
N -2.70 1.35 0.98
C -3.76 1.82 0.10
C -4.62 0.66 -0.43
F -5.92 0.85 -0.02
C -3.03 1.21 2.40
C -3.34 -0.25 2.79
C -4.60 -0.35 3.60
N -5.04 -1.64 3.84
O -5.20 0.59 4.03
N -1.32 1.19 -0.84
C -0.51 0.13 -1.45
C 0.28 -0.69 -0.41
P -0.81 -2.16 0.06
N -0.26 -3.48 -0.55
O -2.29 -1.90 -0.46
O -0.90 -2.32 1.64
H 3.22 3.39 0.07
H 4.53 2.63 1.16
H 2.61 1.61 2.34
H 1.90 1.33 -0.61
H 0.77 2.35 0.24
H 1.75 -2.42 1.05
H 2.74 -1.87 2.35
H 3.74 -2.18 0.06
H 3.19 -0.57 -0.36
H 4.32 -0.18 2.01
H 5.19 0.63 -0.27
H 6.28 0.42 1.11
H 7.07 -1.73 0.27
H 7.06 0.76 -1.38
H 7.74 -0.66 -2.09
H 8.44 0.00 -0.56
H 5.05 -1.35 -1.66
H -0.40 1.32 2.10
H -4.45 2.46 0.63
H -3.40 2.39 -0.74
H -4.62 0.70 -1.52
H -4.25 -0.30 -0.10
H -3.94 1.78 2.59
H -2.28 1.66 3.03
H -3.47 -0.84 1.89
H -2.52 -0.64 3.39
H -4.31 -2.23 4.23
H -5.81 -1.62 4.49
H -0.93 2.10 -1.02
H -1.09 -0.50 -2.12
H 0.24 0.61 -2.06
H 1.09 -1.14 -0.95
H 0.58 -3.33 -1.09
H -2.53 -2.62 -1.05
H -0.15 -2.86 1.92
C -3.85 0.64 -4.58
O -3.30 0.64 -3.49
N -5.17 0.37 -4.73
N -3.18 0.93 -5.73
H -5.65 0.37 -5.62
H -5.70 0.15 -3.90
H -2.20 1.14 -5.66
H -3.61 0.94 -6.64
*
```

Summary:
Energy relative to the best compared isomer or geometry (same formula, charge and spin), eV: 1.1726
Largest force on an atom, eV/Å: 3.01
Energy, eV: -55505.1348
HOMO-LUMO gap, eV: 8.44
HOMO, eV: -11.33
Lowest unoccupied orbital energy, eV: -2.89



# 2
C18H39N6NaOSi | ωB97M-V with the def2-TZVPD basis set

```
! wB97M-V def2-TZVPD RIJCOSX def2/J DEFGRID3
* xyz 0 1
Na -0.12 0.41 -0.57
N 1.87 1.63 -2.14
C 2.11 3.03 -1.79
C 0.86 3.89 -1.70
N -0.39 3.20 -1.48
C -1.46 4.05 -1.04
C -2.73 3.23 -0.78
N -2.57 1.86 -1.22
H 2.72 1.12 -1.95
H 1.70 1.59 -3.15
H 2.75 3.55 -2.52
H 2.69 3.16 -0.84
H 0.84 4.58 -2.53
H 1.03 4.56 -0.86
H -0.67 2.67 -2.30
H -1.62 4.90 -1.74
H -1.15 4.49 -0.07
H -3.52 3.81 -1.23
H -2.92 3.24 0.31
H -2.65 1.77 -2.21
H -3.28 1.24 -0.77
C 2.76 -2.46 -2.63
Si 1.74 -2.64 -0.97
C 2.59 -1.83 0.52
C 1.71 -4.49 -0.52
N 0.18 -1.80 -1.10
C -0.85 -2.33 -1.79
C -1.34 -1.76 -3.01
C -2.47 -2.27 -3.63
C -3.15 -3.39 -3.09
C -2.65 -4.03 -1.94
C -1.46 -3.56 -1.37
H 3.70 -2.02 -2.56
H 2.12 -1.86 -3.29
H 2.91 -3.42 -3.12
H 3.57 -2.18 0.76
H 1.95 -2.09 1.38
H 2.49 -0.75 0.53
H 2.74 -4.94 -0.56
H 1.08 -5.09 -1.26
H 1.29 -4.65 0.48
H -0.85 -0.86 -3.41
H -2.87 -1.85 -4.53
H -4.09 -3.79 -3.53
H -3.14 -4.93 -1.56
H -1.04 -4.11 -0.54
C -1.85 -0.94 2.45
N -0.97 -0.11 3.28
C -1.61 0.30 4.51
C 0.12 0.54 2.74
O 0.39 0.52 1.52
N 0.99 1.16 3.59
C 1.42 0.68 4.87
C 1.84 2.21 2.93
H -2.78 -0.39 2.13
H -2.15 -1.80 3.09
H -1.28 -1.25 1.56
H -2.63 0.76 4.35
H -0.96 1.04 5.01
H -1.72 -0.56 5.22
H 0.83 -0.16 5.22
H 1.43 1.47 5.63
H 2.46 0.32 4.83
H 1.32 2.71 2.12
H 2.69 1.67 2.52
H 2.05 2.95 3.73
*
```

Summary:
Largest force on an atom, eV/Å: 2.44
Energy, eV: -42582.1108
HOMO-LUMO gap, eV: 5.89
HOMO, eV: -5.90
Lowest unoccupied orbital energy, eV: -0.01



# 3
C18H39NO12S | ωB97M-V with the def2-TZVPD basis set

```
! wB97M-V def2-TZVPD RIJCOSX def2/J DEFGRID3
* xyz 0 1
C 1.13 2.32 2.60
C 2.23 3.23 1.79
C 2.97 2.46 0.54
C 2.00 2.06 -0.71
C 0.68 3.02 -0.90
C -0.34 2.22 -1.96
C -0.98 0.97 -1.08
C -0.56 -0.57 -1.50
C -1.09 -1.87 -0.66
C -0.59 -3.39 -1.13
C 1.05 -3.42 -1.19
O 1.55 -4.78 -0.83
C 1.49 -4.98 0.63
C 2.57 -4.35 1.71
O 0.50 -5.76 1.13
C -2.07 -1.62 0.63
S -2.73 -3.03 1.72
C -2.49 -0.07 0.98
C -1.99 1.28 0.18
C -2.60 2.67 0.79
O -2.43 3.96 0.46
N -3.46 2.11 1.94
C -3.45 0.58 2.14
O -4.15 -0.05 3.12
H 1.53 1.25 2.91
H 0.80 2.90 3.58
H 0.12 2.16 1.98
H 1.65 4.21 1.43
H 3.04 3.63 2.56
H 3.44 1.46 1.00
H 3.91 3.13 0.23
H 1.78 0.92 -0.63
H 2.65 2.20 -1.70
H 0.93 4.04 -1.42
H 0.04 3.19 0.06
H -1.16 2.98 -2.33
H 0.29 1.75 -2.85
H 0.16 -0.69 -2.42
H -1.04 -3.53 -2.22
H -1.06 -4.17 -0.38
H 1.47 -3.20 -2.27
H 1.43 -2.63 -0.38
H 2.04 -3.61 2.47
H 3.03 -5.26 2.34
H 3.45 -3.79 1.15
H -1.69 -3.19 2.70
H -4.42 2.29 1.53
O 0.11 2.40 -4.94
H 0.74 3.12 -5.09
H -0.41 2.38 -5.76
O -3.21 -1.64 5.63
H -3.35 -1.12 4.82
H -4.11 -1.80 5.95
O -0.60 -1.21 -4.88
H 0.24 -1.68 -4.98
H -0.35 -0.28 -4.83
O 0.02 -1.42 6.23
H 0.14 -2.37 6.41
H -0.93 -1.28 6.34
O -0.40 -6.12 -2.46
H -0.18 -7.04 -2.25
H 0.11 -5.60 -1.81
O 4.45 4.72 -1.04
H 5.29 4.26 -1.14
H 4.70 5.65 -0.99
O -0.71 6.73 0.53
H -1.30 7.50 0.63
H -1.23 5.99 0.89
O -2.93 -3.65 -4.67
H -2.30 -2.93 -4.82
H -3.45 -3.67 -5.49
*
```

Summary:
SMILES: CCCCCCc1cc(CCOC(C)=O)c(S)c2c1C(=O)NC2=O.O.O.O.O.O.O.O.O
Largest force on an atom, eV/Å: 9.03
Energy, eV: -56179.0799
HOMO-LUMO gap, eV: 7.25
HOMO, eV: -9.00
Lowest unoccupied orbital energy, eV: -1.76



# 4
C18H39NO6S3 | ωB97M-V with the def2-TZVPD basis set

```
! wB97M-V def2-TZVPD RIJCOSX def2/J DEFGRID3
* xyz 0 1
O 7.79 7.12 3.47
S 7.09 6.01 2.87
O 7.40 5.48 1.51
C 7.29 4.50 4.06
C 5.92 4.37 4.65
C 5.16 5.71 4.64
C 5.32 6.28 3.24
H 8.13 4.62 4.75
H 7.38 3.60 3.45
H 5.42 3.51 4.21
H 6.01 4.03 5.68
H 5.52 6.49 5.30
H 4.12 5.55 4.91
H 5.15 7.34 3.04
H 4.81 5.61 2.55
O 3.06 -3.99 4.44
S 3.64 -4.21 3.10
O 2.92 -5.14 2.25
C 4.14 -2.55 2.37
C 5.44 -2.24 2.97
C 6.28 -3.51 2.63
C 5.42 -4.84 2.93
H 3.19 -2.01 2.36
H 4.45 -2.76 1.34
H 5.85 -1.35 2.50
H 5.48 -2.01 4.04
H 7.13 -3.52 3.30
H 6.75 -3.30 1.67
H 5.81 -5.48 3.72
H 5.51 -5.44 2.02
O -8.04 -7.06 -4.79
S -7.32 -5.94 -4.28
O -6.58 -5.99 -2.99
C -6.17 -5.36 -5.61
C -7.05 -4.52 -6.57
C -8.18 -3.77 -5.80
C -8.44 -4.47 -4.48
H -5.63 -6.20 -6.05
H -5.40 -4.70 -5.21
H -6.37 -4.01 -7.24
H -7.55 -5.26 -7.18
H -9.11 -3.74 -6.37
H -7.81 -2.75 -5.81
H -9.46 -4.77 -4.26
H -8.03 -3.78 -3.74
C -1.87 2.46 1.43
C -1.33 2.50 -0.01
N -2.26 2.05 -0.92
C -2.24 0.60 -1.04
C -3.60 0.01 -1.28
C -2.46 2.79 -2.21
C -3.67 3.65 -2.18
H -2.34 3.43 1.55
H -1.10 2.62 2.18
H -2.60 1.68 1.67
H -1.34 3.57 -0.23
H -0.34 2.08 -0.17
H -1.54 0.39 -1.86
H -1.79 -0.05 -0.29
H -3.55 -1.05 -1.53
H -4.33 0.25 -0.51
H -4.04 0.25 -2.25
H -2.64 2.15 -3.07
H -1.57 3.39 -2.40
H -3.89 3.87 -3.23
H -3.42 4.57 -1.66
H -4.50 3.25 -1.60
*
```

Summary:
Energy relative to the best compared isomer or geometry (same formula, charge and spin), eV: 0.2104
SMILES: O=S1(=O)CCCC1.O=S1(=O)CCCC1.O=S1(=O)CCCC1.CCN(CC)CC
Largest force on an atom, eV/Å: 3.21
Energy, eV: -65573.9715
HOMO-LUMO gap, eV: 8.30
HOMO, eV: -8.16
Lowest unoccupied orbital energy, eV: 0.14